Formula: C5H8N2O
Source: the OMol25 dataset
Level of theory: ωB97M-V/def2-TZVPD

Structure (XYZ):
```
16
Properties=species:S:1:pos:R:3:forces:R:3:nbo_charge:R:1
C -0.629 -0.043 3.138 1.1237 -0.5490 1.9461 -0.40
C -0.229 0.032 -0.313 -0.3386 0.2843 3.7561 0.43
C 1.234 -0.280 -0.517 1.7407 1.1799 -2.0552 -0.54
C 1.131 -0.260 -2.070 -0.4122 -0.0617 -1.1293 -0.28
C -0.096 0.113 -2.510 1.4229 -0.3320 3.8500 0.11
H 0.041 -0.796 3.875 -1.8128 2.6181 -1.4895 0.19
H -1.597 -0.573 3.014 0.3914 0.5271 0.1954 0.19
H -0.804 1.088 3.490 0.4368 -2.7446 -0.2546 0.20
H 0.966 -0.762 1.864 -3.1786 2.2522 -0.6753 0.35
H 1.893 -1.157 -0.044 -2.1308 1.5376 -0.9622 0.25
H 1.827 0.711 -0.219 -1.0720 -1.9689 -0.2599 0.24
H 1.904 -0.478 -2.802 0.1262 0.0678 0.4315 0.22
H -0.545 0.421 -3.394 -0.2768 0.0124 -1.6574 0.21
N 0.085 -0.027 1.875 3.4479 -1.7669 2.5749 -0.47
N -0.712 0.255 0.872 -0.2896 -0.7524 -3.7982 -0.25
O -0.970 0.322 -1.423 0.8217 -0.3041 -0.4724 -0.46
```
Positions in Å, forces in eV/Å.

Output
orbital gap = 8.4 eV
calculated total energy = -10338.4169 eV
molecular weight = 112.1 g/mol
F_max = 0.0905 hartree/bohr
highest occupied orbital energy = -7.6 eV
energy above the lowest of the compared OMol25 structures with the same formula, charge and spin = 415.8 kJ/mol

***

Formula: ClH3NO2P
Source: the OMol25 dataset
Level of theory: ωB97M-V/def2-TZVPD

Structure (XYZ):
```
8
Properties=species:S:1:pos:R:3:forces:R:3:nbo_charge:R:1
N -0.432 1.464 0.434 1.5297 -0.7890 0.7211 -0.43
O -0.726 -1.155 0.282 1.5073 0.0466 0.8714 -0.99
O 0.760 0.620 0.769 0.3667 1.9248 1.1857 -0.74
P 0.910 -0.907 0.502 -1.4876 0.7609 -2.6499 1.48
Cl 1.212 -0.718 -1.786 0.1645 -0.3727 1.3240 -0.51
H -0.055 2.026 -0.311 0.4209 0.4914 -0.3420 0.35
H -0.930 0.759 -0.049 -1.5509 -0.5831 -0.7113 0.35
H -0.739 -2.089 0.159 -0.9507 -1.4789 -0.3991 0.49
```
Positions in Å, forces in eV/Å.

Output
orbital gap = 10.5 eV
calculated total energy = -27444.5612 eV
molecular weight = 115.5 g/mol
F_max = 0.0609 hartree/bohr
highest occupied orbital energy = -10.4 eV
energy above the lowest of the compared OMol25 structures with the same formula, charge and spin = 220.6 kJ/mol

***

Formula: C2H8O3
Source: the OMol25 dataset
Level of theory: ωB97M-V/def2-TZVPD

Structure (XYZ):
```
13
Properties=species:S:1:pos:R:3:forces:R:3:nbo_charge:R:1
O 5.175 -4.647 -0.357 -0.2765 0.6586 -1.0273 -0.94
H 5.031 -4.970 -1.275 0.1512 0.3832 0.9933 0.47
H 5.032 -3.675 -0.410 0.1149 -1.0458 0.0454 0.47
O 0.000 0.000 0.000 0.1400 1.4303 2.0684 -0.72
O 1.634 -1.891 -0.949 0.3429 -0.8748 -0.5716 -0.76
C -0.402 -0.686 -1.097 0.2298 -2.8220 -1.4640 -0.07
C 0.205 -2.110 -0.964 0.1790 0.5907 -0.8757 -0.10
H 0.866 -0.343 0.305 -0.6573 0.2774 -0.5338 0.49
H 2.024 -1.974 -1.844 -0.6423 0.1180 0.7976 0.48
H -1.482 -0.872 -1.253 0.1448 0.8714 0.7056 0.17
H -0.006 -0.214 -2.016 -0.1966 -0.2819 0.0534 0.15
H -0.045 -2.601 -0.004 0.0027 0.4942 -0.4204 0.19
H -0.153 -2.767 -1.780 0.4673 0.2009 0.2290 0.17
```
Positions in Å, forces in eV/Å.

Output
orbital gap = 10.6 eV
calculated total energy = -8345.1949 eV
molecular weight = 80.1 g/mol
F_max = 0.0620 hartree/bohr
highest occupied orbital energy = -10.2 eV
energy above the lowest of the compared OMol25 structures with the same formula, charge and spin = 77.8 kJ/mol

***

Formula: C6H11NO
Source: the OMol25 dataset
Level of theory: ωB97M-V/def2-TZVPD

Structure (XYZ):
```
19
Properties=species:S:1:pos:R:3:forces:R:3:nbo_charge:R:1
C 0.468 0.568 -0.370 -1.3969 2.4527 -1.1133 0.00
C -0.738 0.108 -1.105 0.9347 -1.3808 -4.0464 -0.44
C -1.658 -0.461 0.026 -0.6905 -0.8714 -1.7406 -0.42
C -0.606 -0.695 1.267 -1.1362 -3.4276 -3.2921 -0.43
C 0.634 -0.549 0.466 2.9324 -2.9199 0.9366 0.23
C 1.873 0.261 0.101 0.0599 0.6738 -2.1584 -0.40
H -0.863 2.188 -0.140 3.1478 -1.1026 1.6880 0.38
H 0.976 2.437 0.266 -4.1995 -1.7731 0.5564 0.36
H -0.337 -0.813 -1.728 -1.3616 2.0159 0.7563 0.25
H -1.135 0.897 -1.814 0.0433 -1.0133 0.8138 0.21
H -2.052 -1.442 -0.589 0.5982 2.0040 2.5692 0.23
H -2.543 0.206 0.234 0.9590 -0.7822 0.0736 0.22
H -0.769 -1.772 1.488 0.3018 1.0095 1.0566 0.24
H -0.583 0.060 1.946 -0.8644 1.6050 2.4707 0.25
H 1.575 -2.119 0.144 1.9633 -1.5935 1.1584 0.47
H 2.568 -0.060 -0.685 -0.2540 -0.9628 0.8057 0.24
H 2.245 1.179 0.454 0.4494 0.6283 1.5258 0.21
N 0.029 1.732 0.398 1.1850 4.4470 -1.4917 -0.85
O 0.918 -1.725 -0.359 -2.6718 0.9909 -0.5687 -0.73
```
Positions in Å, forces in eV/Å.

Output
orbital gap = 9.3 eV
calculated total energy = -9932.0501 eV
molecular weight = 113.2 g/mol
F_max = 0.0950 hartree/bohr
highest occupied orbital energy = -8.3 eV
energy above the lowest of the compared OMol25 structures with the same formula, charge and spin = 617.9 kJ/mol